(1)
{
  "formula": "C4H7NO",
  "method": "ωB97M-V/def2-TZVPD",
  "gap_ev": 10.64,
  "charge": 0,
  "e_tot_ev": -7797.64943,
  "symbols": ["C", "C", "C", "C", "H", "H", "H", "H", "H", "H", "H", "N", "O"],
  "positions_angstrom": [[0.449, -0.319, 1.741], [0.599, -0.538, 0.288], [-0.572, -1.256, -0.266], [0.163, 0.645, -0.535], [0.684, -1.188, 2.376], [1.201, 0.429, 2.035], [-0.516, 0.204, 2.096], [1.566, -1.051, 0.179], [-0.458, -2.262, -0.860], [-1.470, -1.452, 0.332], [-1.822, 0.164, -1.424], [-0.718, -0.139, -1.205], [0.251, 1.867, -0.459]]
}


(2)
{
  "formula": "C2H40O20Sn",
  "method": "ωB97M-V/def2-TZVPD",
  "gap_ev": 8.97,
  "charge": 0,
  "e_tot_ev": -49504.56079,
  "symbols": ["Sn", "O", "C", "C", "O", "H", "H", "H", "H", "O", "H", "H", "O", "H", "H", "O", "H", "H", "O", "H", "H", "O", "H", "H", "O", "H", "H", "O", "H", "H", "O", "H", "H", "O", "H", "H", "O", "H", "H", "O", "H", "H", "O", "H", "H", "O", "H", "H", "O", "H", "H", "O", "H", "H", "O", "H", "H", "O", "H", "H", "O", "H", "H"],
  "positions_angstrom": [[3.001, -0.574, -1.347], [1.165, -1.584, -0.044], [-0.018, -0.735, -0.206], [0.454, 0.693, -0.424], [1.017, 0.783, -1.747], [-0.604, -0.863, 0.709], [-0.687, -1.041, -1.051], [1.279, 0.972, 0.198], [-0.395, 1.359, -0.249], [-2.614, -0.772, -3.152], [-3.371, -1.185, -2.708], [-2.631, -1.100, -4.090], [1.514, 2.775, -3.337], [0.838, 3.380, -3.043], [1.510, 2.064, -2.719], [1.876, -3.830, 0.790], [1.620, -2.940, 0.518], [1.609, -4.313, 0.017], [4.181, -2.205, 0.577], [4.580, -1.880, 1.434], [3.613, -2.898, 0.833], [0.137, -3.569, -1.583], [0.933, -4.119, -1.605], [0.310, -2.717, -1.169], [1.842, -1.333, 2.368], [2.821, -1.165, 2.453], [1.618, -1.498, 1.423], [1.289, 1.167, 3.346], [1.263, 0.381, 2.832], [0.395, 1.161, 3.738], [-3.029, 0.202, 0.008], [-2.216, 0.454, -0.449], [-2.816, -0.324, 0.812], [2.347, 3.351, -0.370], [2.314, 3.826, 0.466], [1.437, 3.135, -0.611], [-1.738, 1.541, -2.360], [-0.875, 1.259, -2.081], [-2.177, 0.715, -2.617], [-2.964, -1.226, 2.302], [-2.106, -1.290, 2.758], [-3.589, -0.768, 2.813], [-2.319, 3.133, -0.276], [-3.279, 2.992, -0.219], [-2.104, 2.801, -1.154], [-2.597, 1.867, 2.410], [-2.540, 1.589, 1.493], [-2.009, 1.288, 2.924], [-0.041, 4.494, 0.001], [-0.099, 5.448, 0.121], [-0.936, 4.172, 0.084], [0.561, -1.222, -3.400], [0.631, -0.373, -2.915], [-0.352, -1.466, -3.486], [3.662, 0.856, 0.725], [3.232, 1.710, 0.912], [4.575, 1.058, 0.825], [-0.611, -2.077, 3.353], [-0.745, -2.848, 2.779], [0.268, -1.892, 3.107], [-3.022, -2.554, -0.406], [-2.485, -2.577, 0.382], [-2.893, -1.700, -0.667]]
}


(3)
{
  "formula": "C7H6Br2O",
  "method": "ωB97M-V/def2-TZVPD",
  "gap_ev": [5.58, 5.58],
  "charge": 0,
  "e_tot_ev": -149481.20186,
  "symbols": ["C", "C", "C", "C", "C", "C", "C", "O", "Br", "Br", "H", "H", "H", "H", "H", "H"],
  "positions_angstrom": [[-0.074, -0.487, 0.770], [-0.095, 0.899, 0.786], [0.438, -0.798, -0.597], [0.169, 1.402, -0.483], [0.701, -1.934, -1.139], [0.072, 3.577, -1.485], [-0.298, -1.550, 1.787], [0.535, 0.409, -1.276], [-0.600, 1.912, 2.304], [-1.750, 3.594, -1.734], [1.015, -1.935, -2.190], [0.356, -2.895, -0.720], [0.635, 3.185, -2.409], [-0.149, -2.487, 1.307], [-1.271, -1.350, 2.254], [0.316, -1.543, 2.824]]
}


(4)
{
  "formula": "C7H12ClN5O2",
  "method": "ωB97M-V/def2-TZVPD",
  "gap_ev": 9.72,
  "charge": 0,
  "e_tot_ev": -31516.91574,
  "symbols": ["Cl", "N", "N", "N", "O", "O", "C", "C", "C", "N", "N", "C", "C", "C", "C", "H", "H", "H", "H", "H", "H", "H", "H", "H", "H", "H", "H"],
  "positions_angstrom": [[-1.588, 4.083, -0.663], [-0.155, 2.655, 0.825], [-0.742, 1.552, -1.134], [0.699, 0.489, 0.382], [1.574, 0.158, 2.888], [-0.628, -0.829, -2.694], [-0.704, 2.634, -0.356], [0.554, 1.571, 1.138], [-0.048, 0.538, -0.723], [0.931, 1.479, 2.437], [0.156, -0.585, -1.471], [2.941, 0.350, 3.274], [-1.843, -1.351, -2.275], [0.866, 2.649, 3.319], [1.375, -1.424, -1.267], [3.363, 1.330, 2.894], [3.093, 0.275, 4.390], [3.467, -0.436, 2.778], [-2.342, -1.864, -3.101], [-1.581, -2.173, -1.575], [-2.463, -0.678, -1.797], [-0.208, 3.001, 3.400], [1.447, 3.448, 3.014], [1.216, 2.372, 4.348], [1.318, -2.101, -0.370], [2.273, -0.783, -1.249], [1.316, -2.073, -2.125]]
}


(5)
{
  "formula": "C26H21Cl2N9NdO2S",
  "method": "ωB97M-V/def2-TZVPD",
  "gap_ev": [6.32, 6.33],
  "charge": 1,
  "e_tot_ev": -95964.47691,
  "multiplicity": 4,
  "symbols": ["Nd", "Cl", "C", "C", "C", "C", "C", "Cl", "C", "S", "H", "H", "H", "O", "C", "O", "C", "C", "C", "C", "C", "N", "H", "H", "H", "H", "C", "C", "C", "C", "C", "C", "N", "N", "C", "C", "C", "C", "C", "N", "H", "H", "H", "H", "H", "H", "H", "H", "H", "N", "C", "N", "N", "C", "N", "H", "H", "H", "H", "N", "C", "H"],
  "positions_angstrom": [[-0.344, -0.072, -0.270], [0.345, -1.262, 2.433], [1.988, -0.977, 2.987], [2.309, -1.454, 4.244], [3.584, -1.227, 4.732], [4.496, -0.530, 3.955], [4.136, -0.074, 2.700], [5.337, 0.795, 1.790], [2.860, -0.279, 2.149], [2.433, 0.293, 0.560], [1.571, -1.989, 4.825], [3.865, -1.586, 5.712], [5.496, -0.335, 4.317], [-0.424, -0.236, -4.531], [-0.021, -0.271, -3.394], [-0.471, 0.420, -2.378], [1.086, -1.240, -3.020], [2.015, -1.632, -3.970], [3.005, -2.517, -3.579], [3.023, -2.978, -2.269], [2.062, -2.520, -1.388], [1.107, -1.659, -1.753], [1.931, -1.248, -4.976], [3.757, -2.846, -4.284], [3.781, -3.667, -1.925], [2.063, -2.829, -0.350], [-4.277, -1.386, -4.448], [-4.918, -0.374, -3.742], [-4.502, -0.039, -2.467], [-3.434, -0.729, -1.904], [-2.778, -1.727, -2.609], [-3.206, -2.062, -3.883], [-2.933, -0.393, -0.599], [-3.777, 0.152, 0.131], [-3.315, 0.626, 1.397], [-4.302, 1.042, 2.273], [-3.907, 1.606, 3.476], [-2.554, 1.759, 3.728], [-1.641, 1.315, 2.783], [-2.011, 0.739, 1.641], [-4.603, -1.634, -5.449], [-5.737, 0.167, -4.196], [-4.979, 0.760, -1.919], [-1.929, -2.239, -2.175], [-2.688, -2.829, -4.440], [-5.339, 0.936, 1.990], [-4.644, 1.941, 4.192], [-2.198, 2.221, 4.638], [-0.576, 1.426, 2.938], [2.957, 5.708, 0.554], [2.434, 4.474, 0.549], [3.172, 3.451, 0.976], [1.182, 4.373, 0.128], [0.551, 3.255, 0.091], [-0.131, 2.311, 0.047], [3.892, 5.895, 0.867], [2.377, 6.467, 0.244], [4.136, 3.575, 1.233], [2.840, 2.491, 0.877], [-1.397, -3.835, 0.260], [-1.097, -2.728, 0.132], [-1.657, -4.795, 0.369]]
}